P.
Entry from OMol25: the ion C2H3O3S with charge -1 (ωB97M-V/def2-TZVPD).

Last column: natural (NBO) charge in e.
CARTESIAN COORDINATES (ANGSTROEM)
C (-1.8562, -0.1120, -0.2813)  -0.58
C (-0.5850, -0.3400, 0.0548)  0.16
O (2.3536, 1.4560, 0.2393)  -1.03
O (2.2836, -0.8326, 0.9953)  -1.04
O (0.5431, 0.0420, -0.7940)  -0.78
S (2.2190, 0.0706, -0.1918)  1.69
H (-2.8530, -0.2990, 0.1095)  0.20
H (-1.8802, 0.6780, -1.1722)  0.19
H (-0.2250, -0.6631, 1.0404)  0.19

Total charge = -1
Lowest unoccupied orbital energy = 4.12 eV
2S+1 = 1

=====

Q.
Entry from OMol25: the ion C2H3O3S with charge -1 (ωB97M-V/def2-TZVPD).

Last column: natural (NBO) charge in e.
CARTESIAN COORDINATES (ANGSTROEM)
C (-0.0426, -1.7214, 0.8974)  -0.01
C (-0.6783, 0.1131, -0.3310)  -0.33
O (1.3409, 1.7543, 0.5119)  -1.04
O (1.1580, 1.3135, -1.9015)  -1.05
O (-0.6808, -0.5774, 0.8679)  -0.47
S (1.2040, 0.7245, -0.5411)  1.51
H (-0.0894, -2.0186, 1.9845)  0.05
H (-0.8240, -0.5226, -1.2057)  0.18
H (-1.3877, 0.9346, -0.2824)  0.18

Total charge = -1
Lowest unoccupied orbital energy = 4.03 eV
2S+1 = 1

=====

In terms of stability, P leads; the second structure lies 0.0866 hartree higher.

=====

P.
Entry from OMol25: a cluster of 3 separate species, C5H16NO in total (ωB97M-V/def2-TZVPD).

Last column: natural (NBO) charge in e.
CARTESIAN COORDINATES (ANGSTROEM)
C (-2.2382, -0.9362, -0.6978)  -0.63
C (-1.1658, 0.0926, -1.0065)  -0.29
C (-1.0774, 1.3322, -0.0940)  -0.40
C (0.0995, 1.1964, 0.9129)  -0.37
C (-0.1892, 0.0762, 1.9173)  -0.62
N (3.2485, 0.0642, -0.7630)  -0.75
H (-2.1838, -1.7645, -1.4078)  0.23
H (-1.9673, -1.3963, 0.2576)  0.24
H (-3.2706, -0.5845, -0.6484)  0.27
H (-0.1634, -0.4503, -0.8516)  0.33
H (-2.0305, 1.5338, 0.3959)  0.24
H (-0.8429, 2.1708, -0.7596)  0.25
H (0.2435, 2.1569, 1.4104)  0.24
H (1.0056, 0.9907, 0.3214)  0.19
H (0.5647, 0.0339, 2.7088)  0.25
H (-0.2178, -0.9123, 1.4624)  0.21
H (-1.1375, 0.3002, 2.4126)  0.22
H (3.5465, -0.0057, -1.7349)  0.39
H (-1.1627, 0.4297, -2.0456)  0.26
H (4.0479, -0.0271, -0.1493)  0.40
H (2.3763, -0.3986, -0.5277)  0.40
H (1.3626, -2.4119, -0.6888)  0.49
O (1.1518, -1.4900, -0.4242)  -0.56

Total charge = +1
Lowest unoccupied orbital energy = -9.94 eV
2S+1 = 1

=====

Q.
Entry from OMol25: a cluster of 2 separate species, C5H16NO in total (ωB97M-V/def2-TZVPD).

Last column: natural (NBO) charge in e.
CARTESIAN COORDINATES (ANGSTROEM)
C (-2.4379, -1.2732, 0.8177)  -0.64
C (-1.0822, -0.6619, 0.3590)  -0.05
C (-0.8209, 0.9237, 0.7485)  -0.39
C (0.4220, 1.6070, 0.2554)  -0.43
C (1.8563, 1.1028, 0.4195)  -0.64
N (-0.9501, -0.4866, -1.1400)  -0.68
H (-2.4723, -2.3813, 0.7663)  0.25
H (-2.4236, -1.0426, 1.8514)  0.25
H (-3.3318, -0.8670, 0.0989)  0.23
H (-0.1142, -1.0755, 0.7817)  0.24
H (-0.8533, 0.8526, 1.8483)  0.22
H (-1.6474, 1.4696, 0.4648)  0.21
H (0.3799, 2.5815, 0.7395)  0.24
H (0.2496, 1.8321, -0.7605)  0.18
H (2.7503, 1.7158, -0.0851)  0.27
H (1.6032, 0.0729, 0.2560)  0.18
H (2.2112, 1.2224, 1.4676)  0.23
H (-1.5264, 0.3600, -1.4923)  0.44
H (-0.0227, -0.3013, -1.4214)  0.45
H (-1.4111, -1.2406, -1.6285)  0.44
H (3.6054, -1.7847, -2.0968)  0.49
H (3.2072, -1.2153, -0.6889)  0.48
O (2.8089, -1.4105, -1.5611)  -0.97

Total charge = +1
Lowest unoccupied orbital energy = -3.27 eV
2S+1 = 1

=====

In terms of stability, Q leads; the second structure lies 0.2013 hartree higher.